The following is a DFT calculation (ωB97M-V/def2-TZVPD) of one molecule with the formula C23H28N6O3.

Atoms and positions in Å:
O1 -0.13 0.85 -2.65
O2 5.10 -1.59 -0.53
O3 5.81 0.33 0.49
N1 1.81 -0.83 0.49
N2 -1.98 0.90 -1.37
N3 -1.80 3.46 1.08
N4 -0.29 1.92 0.87
N5 -1.94 2.64 2.12
N6 0.69 1.15 0.40
C1 6.50 -1.52 -0.68
C2 -2.02 -0.53 -1.12
C3 -0.81 3.05 0.33
C4 -0.72 0.54 2.76
C5 2.37 -0.49 -0.81
C6 -4.19 -1.78 -1.42
C7 3.65 0.34 -0.65
C8 -5.45 -2.13 -0.99
C9 -5.14 -0.82 0.98
C10 -1.11 3.00 -2.15
C11 -5.95 -1.66 0.22
C12 -3.88 -0.47 0.55
C13 -1.03 1.69 2.01
C14 -0.34 3.61 -0.96
C15 0.25 -0.28 2.29
C16 4.66 -0.45 0.20
C17 -7.32 -2.02 0.69
C18 -3.38 -0.94 -0.66
C19 0.95 0.04 1.06
C20 6.82 -0.05 -0.42
C21 2.72 -1.64 1.26
C22 4.02 -0.88 1.53
C23 -1.01 1.48 -2.10
H1 3.42 1.28 -0.14
H2 7.78 0.12 0.05
H3 3.83 0.02 2.12
H4 -1.27 0.33 3.66
H5 2.95 -2.54 0.67
H6 2.27 -1.95 2.20
H7 -1.73 -1.04 -2.04
H8 -1.27 -0.79 -0.35
H9 -7.98 -1.15 0.63
H10 -3.27 0.18 1.17
H11 6.75 0.54 -1.35
H12 -3.82 -2.15 -2.37
H13 -0.47 4.69 -0.96
H14 -0.66 3.35 -3.08
H15 4.08 0.55 -1.62
H16 -5.51 -0.44 1.92
H17 -2.66 1.46 -0.89
H18 2.61 -1.43 -1.32
H19 6.76 -1.85 -1.69
H20 -7.75 -2.81 0.08
H21 4.72 -1.51 2.07
H22 -2.15 3.31 -2.11
H23 -6.06 -2.78 -1.60
H24 6.99 -2.17 0.06
H25 0.49 -1.19 2.81
H26 -7.30 -2.35 1.72
H27 0.73 3.37 -1.07
H28 1.63 0.06 -1.39

Properties
SMILES: Cc1ccc(CNC(=O)CCc2nnc3ccc(N4CCC5(CC4)OCCO5)nn23)cc1
E_HOMO: -8.43 eV
net charge: 0



The following is a DFT calculation (ωB97M-V/def2-TZVPD) of C23H28NOSSiTl as an isolated structure.

Atoms and positions in Å:
Tl1 -2.01 0.89 -1.80
S1 -3.01 -0.55 1.69
Si1 1.90 0.54 -1.63
O1 -2.17 -0.16 0.49
N1 0.68 -0.10 -2.75
C1 -0.33 -1.27 -4.54
C2 2.73 1.98 -2.55
C3 1.05 -2.06 -6.32
C4 0.93 1.26 -0.19
C5 0.04 -3.89 1.74
C6 0.84 -0.76 -3.85
C7 -1.79 -0.83 3.03
C8 -2.74 2.22 4.19
C9 -1.89 3.21 4.68
C10 1.63 -2.12 2.08
C11 -2.89 2.04 2.81
C12 0.61 -1.28 2.48
C13 1.35 -3.43 1.71
C14 -1.17 4.01 3.80
C15 -3.82 1.00 2.29
C16 -1.30 3.81 2.43
C17 2.13 -0.99 -4.47
C18 -2.15 2.84 1.94
C19 -0.22 -1.91 -5.73
C20 3.08 -0.82 -1.08
C21 -0.70 -1.74 2.55
C22 -0.98 -3.05 2.15
C23 2.22 -1.60 -5.69
H1 -0.18 -4.91 1.45
H2 3.39 2.50 -1.86
H3 3.02 -0.62 -3.97
H4 -0.52 4.78 4.18
H5 -1.38 0.13 3.35
H6 1.97 2.67 -2.91
H7 -1.10 -2.29 -6.24
H8 0.44 2.20 -0.48
H9 -4.37 1.35 1.41
H10 2.65 -1.77 2.08
H11 2.51 -1.64 -0.64
H12 3.67 -1.22 -1.90
H13 -4.53 0.68 3.04
H14 3.18 -1.72 -6.18
H15 -2.25 2.69 0.87
H16 -1.30 -1.15 -4.07
H17 0.18 0.57 0.20
H18 -0.73 4.44 1.75
H19 -3.30 1.61 4.88
H20 -2.01 -3.41 2.18
H21 3.77 -0.44 -0.32
H22 3.31 1.64 -3.41
H23 -1.79 3.35 5.74
H24 1.13 -2.56 -7.28
H25 1.60 1.50 0.63
H26 2.15 -4.09 1.41
H27 -2.37 -1.27 3.84
H28 0.83 -0.26 2.78

Properties
E_HOMO: -13.71 eV
net charge: +2



The following is a DFT calculation (ωB97M-V/def2-TZVPD) of a 2-piece molecular cluster, C23H29 overall.

Atoms and positions in Å:
C1 -1.60 0.27 3.34
C2 -1.61 -3.04 6.06
C3 1.14 1.94 1.25
C4 -0.96 0.79 2.27
C5 -0.55 -2.76 3.08
C6 -0.73 3.13 -0.09
C7 1.82 -3.34 3.22
C8 3.16 -3.91 1.16
C9 0.50 1.12 2.40
C10 -2.15 -2.90 7.34
C11 -3.47 -2.47 7.53
C12 -2.33 -2.55 4.93
C13 -1.81 -2.35 3.62
C14 -4.08 -2.37 8.89
C15 -4.25 -2.16 6.40
C16 0.65 -2.91 3.84
C17 -0.46 -2.94 1.67
C18 -3.70 -2.21 5.14
C19 -1.94 2.36 0.43
C20 0.74 -3.29 1.06
C21 -1.63 0.92 0.92
C22 1.89 -3.50 1.83
C23 0.43 3.25 0.91
H1 2.71 -3.56 3.82
H2 -1.06 4.14 -0.37
H3 -2.42 2.93 1.24
H4 -1.56 -3.16 8.23
H5 3.02 -4.80 0.53
H6 -1.02 0.41 0.17
H7 -2.67 2.28 -0.39
H8 0.66 -2.66 4.90
H9 -2.59 0.38 0.97
H10 1.20 1.31 0.35
H11 2.17 2.17 1.54
H12 -4.51 -1.37 9.05
H13 -2.55 -2.06 2.88
H14 -0.65 -3.53 5.94
H15 3.94 -4.13 1.90
H16 0.78 -3.43 -0.02
H17 -1.08 0.20 4.30
H18 0.06 3.73 1.83
H19 -4.89 -3.10 9.04
H20 1.07 0.18 2.50
H21 1.17 3.94 0.48
H22 0.66 1.65 3.36
H23 3.54 -3.11 0.51
H24 -2.67 0.09 3.30
H25 -1.36 -2.81 1.07
H26 -0.36 2.66 -1.02
H27 -5.30 -1.89 6.53
H28 -3.32 -2.54 9.67
H29 -4.31 -1.96 4.26

Properties
E_HOMO: -11.76 eV
net charge: +1



Number 1: HOMO-LUMO gap 0.319 hartree, molecular weight 436.5 g mol⁻¹. Number 2: HOMO-LUMO gap 0.147 hartree, molecular weight 599.0 g mol⁻¹. Number 3: HOMO-LUMO gap 0.235 hartree, molecular weight 305.5 g mol⁻¹.